[1]
ORCA calculation (ωB97M-V/def2-TZVPD) on a molecular structure, C38H35N7SScSe2.

Structure (XYZ):
```
84
Properties=species:S:1:pos:R:3:mulliken_charge:R:1
N -0.38 -1.73 0.59 1.850
H 4.82 -4.26 1.64 0.423
H 0.29 -4.24 -0.34 0.409
N -0.36 0.06 -1.42 0.717
H 0.81 -1.09 5.76 0.544
H -2.40 -3.40 -1.68 0.456
H -5.67 2.17 0.92 0.492
C -1.48 -0.43 -7.83 -0.435
C -0.82 4.87 2.82 -1.091
C -4.68 1.81 1.20 -0.491
N -0.56 0.10 2.94 1.133
H -1.50 -3.14 -5.20 0.337
C 1.01 4.71 -1.23 -0.761
H -1.48 0.32 -8.62 0.374
C 1.79 3.63 3.19 -0.790
C 1.10 -1.72 0.52 0.542
H -0.39 -2.39 2.63 0.481
H -0.75 5.39 3.77 0.398
H 1.45 -1.13 1.37 -0.710
C 2.71 2.42 3.22 -1.019
C 2.01 -5.41 0.16 -0.989
H -2.10 -4.07 2.37 0.448
H -1.50 -2.53 -3.29 0.238
H 1.87 4.18 4.13 0.549
C -0.95 -0.65 -4.09 0.858
H -1.94 -3.62 -7.55 0.381
C -0.19 0.94 -2.45 -0.623
C -2.42 1.25 1.09 0.782
H 0.81 3.87 0.74 0.305
N -2.36 -3.86 0.28 -0.663
H 3.53 -2.15 1.54 0.436
H 3.74 2.74 3.33 0.609
H -3.24 0.08 4.96 0.541
H 1.57 -6.32 -0.22 0.435
C 3.28 -5.43 0.71 -0.471
C -1.15 -1.53 -3.08 -1.243
H 1.36 -0.49 3.44 0.537
C -1.27 -0.56 5.53 -0.867
C -1.83 0.28 3.35 0.815
H 1.29 5.70 -0.89 0.465
C -1.74 -2.60 -7.24 -0.396
H 2.03 4.30 2.37 0.429
Sc -0.37 0.67 0.68 -1.070
H -3.55 2.16 -0.59 0.431
H 3.52 3.43 0.50 0.365
C 1.83 -3.05 0.59 0.142
C 1.28 -4.23 0.09 -0.121
C -1.95 -3.16 -0.72 -0.852
C -2.75 0.86 2.37 0.352
C -1.78 -3.50 1.51 -0.989
C 3.10 -3.07 1.15 -0.451
S -4.41 1.16 2.75 -0.298
C 3.83 -4.25 1.21 -0.862
C 0.27 2.27 -2.04 0.321
C 0.05 -0.71 5.10 -1.183
C 0.35 -0.37 3.81 -0.840
N -1.73 -1.68 -8.20 -0.604
C -2.21 -0.06 4.65 -1.062
H -0.30 1.39 -4.51 0.220
H 4.86 2.32 0.92 0.411
N 0.37 2.48 -0.72 0.859
H 3.84 -6.35 0.76 0.403
C -0.86 -2.55 1.68 -0.499
H 3.84 2.00 -0.50 0.326
C -1.23 -1.01 -5.52 0.925
H -1.56 -0.82 6.54 0.448
N 0.94 4.51 -2.54 -0.601
H 2.47 1.76 4.05 0.359
C 0.74 3.71 -0.33 -0.620
C -0.46 0.65 -3.75 -0.390
H -1.86 4.75 2.53 0.304
H -1.04 0.99 -6.32 0.312
C -1.03 -2.08 -0.68 0.292
H 0.52 3.14 -4.00 0.516
C -3.56 1.80 0.43 -0.692
C 0.57 3.30 -2.93 -0.382
C 3.86 2.40 0.51 -1.171
C -1.22 -0.05 -6.52 -0.472
H 1.40 -1.20 -0.39 0.762
Se 2.67 1.32 1.60 0.382
C -0.85 -1.19 -1.72 0.323
C -1.49 -2.32 -5.91 -0.565
Se -0.08 3.09 3.01 0.483
H -0.29 5.43 2.04 0.351
```

Calculated values
charge: +1
DFT total energy: -7813.96539 hartree

***

[2]
ORCA calculation (ωB97M-V/def2-TZVPD) on 2 unconnected molecules or ions with the total composition C6H12O3 in a non-equilibrium geometry.

Structure (XYZ):
```
21
Properties=species:S:1:pos:R:3:mulliken_charge:R:1
H 3.57 -0.70 -0.94 0.257
H -2.19 0.62 -0.66 0.274
O 0.86 2.19 1.51 -0.529
O 1.00 -1.75 -2.96 -0.518
C 0.79 -0.85 -2.17 0.273
H -3.28 0.78 0.74 0.374
C 0.04 1.68 0.76 -0.082
H 2.77 -2.20 -1.48 0.355
H -0.06 -0.16 -2.24 0.294
C -1.17 0.92 1.24 0.801
H 0.12 -0.71 1.87 0.324
H 0.20 1.70 -0.33 0.249
C -0.84 -0.56 1.38 -1.240
H -2.47 2.21 0.07 0.383
H 2.63 -1.68 0.21 0.242
H -0.80 -1.05 0.41 0.195
H -1.43 1.33 2.23 0.254
H -1.61 -1.07 1.98 0.400
O 1.52 -0.53 -1.08 -0.207
C 2.68 -1.33 -0.82 -0.703
C -2.34 1.15 0.29 -1.398
```

Calculated values
DFT total energy: -461.51250 hartree
SMILES string: CC(C)C=O.COC=O

***

[3]
ORCA calculation (ωB97M-V/def2-TZVPD) on a molecular structure, C8H10BeF6N5O19 in a non-equilibrium geometry.

Structure (XYZ):
```
49
Properties=species:S:1:pos:R:3:mulliken_charge:R:1
C -1.77 2.41 -2.39 0.046
F 2.96 -0.55 1.53 -0.156
H -0.69 3.85 2.82 0.171
C -0.42 1.98 3.87 -0.202
O -4.05 -1.89 0.30 -0.681
H -1.77 1.33 -2.20 0.245
O -0.93 3.11 -1.48 -0.343
O 0.92 1.42 3.66 -0.384
O -1.14 -3.38 -1.37 -0.407
O -1.08 -0.43 -4.29 -0.701
O -2.10 -1.78 1.22 -0.522
O 0.31 -0.92 -2.70 -0.535
F 1.77 2.66 0.76 -0.184
F 3.41 1.07 3.00 -0.274
H -0.76 1.60 4.84 0.349
H 0.48 3.92 4.16 0.286
F 0.31 4.31 0.72 -0.282
O -0.96 -4.43 -3.33 -0.618
N 1.12 -4.14 1.64 0.903
H -2.35 2.52 -4.46 0.338
C -1.46 2.72 -3.86 -1.305
O 2.03 -4.55 2.28 -0.740
H -1.14 3.75 -3.95 0.433
O 0.66 -2.97 1.67 -0.531
O 0.38 -0.09 2.09 -0.353
O -0.04 1.19 -0.55 -0.205
H -1.06 1.54 3.11 0.270
H -2.67 2.78 -1.91 0.273
C -0.05 2.41 -0.69 0.233
C -0.48 3.53 3.84 -1.011
N 2.50 -3.68 -1.44 0.811
N -1.21 -4.39 -2.09 0.682
H -0.60 2.22 -4.29 0.258
Be -0.01 -1.44 -0.27 1.493
C 2.70 -0.02 2.73 0.838
N -0.19 -1.12 -3.81 0.871
H -1.14 3.97 4.59 0.369
F 1.68 4.11 -0.84 -0.281
C 1.20 0.45 2.82 0.422
O 0.71 -4.87 0.77 -0.524
C 0.96 3.42 0.01 0.804
O -1.16 -5.52 -1.55 -0.645
O -2.57 -0.52 -0.41 -0.559
O 3.48 -4.42 -1.28 -0.740
N -2.98 -1.31 0.45 0.914
O 1.77 -4.06 -2.32 -0.532
O 0.26 -2.16 -4.35 -0.563
O 2.18 -2.68 -0.79 -0.469
F 2.98 -0.93 3.72 -0.263
```

Calculated values
charge: -3
DFT total energy: -2627.34993 hartree

***

For the records above, the corresponding relative energy (zero: lowest compared OMol25 entry of this formula, charge and spin) values read 1.1807 1.4540 4.5755 eV.